9 unconnected molecules or ions with the total composition C30H67F4N17O13P3S in a non-equilibrium geometry. Source: the OMol25 dataset; level of theory: wB97M-V/def2-TZVPD.

* total energy: -133719.4509 eV
* lowest unoccupied orbital energy: 1.818 eV
* charge: -1

Each atom is followed by the atoms it is bonded to, with distances in Å.
Cartesian coordinates (Å):
1 C -0.47961 4.14947 1.75784  C2 1.404, H37 1.123, H38 1.121
2 C -0.14152 3.26482 0.72140  C1 1.404, C3 1.554, H39 1.125
3 C -1.05504 2.79452 -0.44497  C2 1.554, C4 1.592, H40 1.130, H41 1.135
4 C -1.37741 1.23574 -0.48677  C3 1.592, P5 1.913, O8 1.442, C22 1.621
5 P -1.90174 0.99539 -2.31116  C4 1.913, C6 1.896, C7 1.875
6 C -0.36492 0.98456 -3.42134  P5 1.896, H42 1.122, H43 1.128, H44 1.122
7 C -3.11805 2.31268 -2.85989  P5 1.875, H45 1.129, H46 1.122, H47 1.119
8 O -0.05394 0.66286 -0.50475  C4 1.442, P9 1.747
9 P 0.18235 -0.40439 0.85770  O8 1.747, N10 1.808, F11 1.771, C12 1.933, P19 2.245, O21 1.709
10 N 1.77482 -0.74813 0.07261  P9 1.808, H48 1.020, H49 1.022
11 F 1.14872 0.74101 1.80127  P9 1.771
12 C 0.66553 -1.60393 2.29487  P9 1.933, O13 1.449, H50 1.123, H51 1.131
13 O -0.44823 -2.38694 2.79069  C12 1.449, C14 1.418
14 C -0.48418 -2.33007 4.20721  O13 1.418, O15 1.430, H52 1.123, H53 1.131
15 O 0.60590 -3.01799 4.82624  C14 1.430, C16 1.433
16 C 1.38530 -2.18763 5.69545  O15 1.433, C17 1.591, H54 1.121, H55 1.131
17 C 2.79655 -1.84580 5.04446  C16 1.591, O18 1.435, H56 1.124, H57 1.131
18 O 3.01192 -0.44533 4.81702  C17 1.435, H58 0.970
19 P -0.45219 -2.29138 -0.17985  P9 2.245, S20 1.968, H59 1.439, H60 1.445
20 S 0.96928 -3.58317 -0.60761  P19 1.968
21 O -1.32737 0.02818 1.53145  P9 1.709, C22 1.440
22 C -2.32550 0.57838 0.65150  C4 1.621, O21 1.440, C23 1.570, C30 1.566
23 C -3.17002 1.79964 1.16075  C22 1.570, C24 1.581, H61 1.127, H62 1.126
24 C -4.40870 1.45319 2.07978  C23 1.581, C25 1.566, H63 1.114, H64 1.134
25 C -5.75433 1.49816 1.27949  C24 1.566, F26 1.390, C27 1.361
26 F -6.03992 2.71460 0.66989  C25 1.390
27 C -6.64033 0.46901 1.18442  C25 1.361, F28 1.389, F29 1.351
28 F -7.15508 0.18370 -0.07344  C27 1.389
29 F -7.06533 -0.23663 2.25520  C27 1.351
30 C -3.30818 -0.50078 0.08452  C22 1.566, C31 1.545, H65 1.132, H66 1.129
31 C -3.88010 -1.57407 1.03675  C30 1.545, C32 1.487, C36 1.445
32 C -4.94454 -2.43163 0.45087  C31 1.487, C33 1.447, H67 1.121
33 C -5.55917 -3.51619 1.18500  C32 1.447, C34 1.478, H68 1.113
34 C -5.16531 -3.85390 2.56878  C33 1.478, C35 1.466, H69 1.116
35 C -4.13448 -2.99104 3.15459  C34 1.466, C36 1.468, H70 1.112
36 C -3.51221 -1.89998 2.39543  C31 1.445, C35 1.468, H71 1.108
37 H -0.66577 5.23641 1.54800  C1 1.123
38 H -0.52234 3.74023 2.80031  C1 1.121
39 H 0.92389 2.90401 0.69222  C2 1.125
40 H -1.95577 3.47043 -0.53543  C3 1.130
41 H -0.47285 3.00793 -1.39575  C3 1.135
42 H -0.20207 -0.07484 -3.75463  C6 1.122
43 H -0.55353 1.67029 -4.29736  C6 1.128
44 H 0.54196 1.39370 -2.90356  C6 1.122
45 H -3.20576 2.20925 -3.98081  C7 1.129
46 H -4.14255 2.11594 -2.44747  C7 1.122
47 H -2.74514 3.35122 -2.67124  C7 1.119
48 H 1.74084 -0.32066 -0.85235  N10 1.020
49 H 2.48380 -0.29912 0.65616  N10 1.022
50 H 1.57292 -2.21391 2.03827  C12 1.123
51 H 0.99290 -0.94406 3.15293  C12 1.131
52 H -0.60785 -1.26094 4.52950  C14 1.123
53 H -1.42476 -2.86914 4.53041  C14 1.131
54 H 0.84964 -1.28542 6.08982  C16 1.121
55 H 1.62675 -2.82423 6.59800  C16 1.131
56 H 2.93516 -2.45547 4.11010  C17 1.124
57 H 3.60298 -2.20650 5.75030  C17 1.131
58 H 2.51661 0.09977 5.44830  O18 0.970
59 H -1.56579 -2.93725 0.46246  P19 1.439
60 H -0.97870 -1.86752 -1.45695  P19 1.445
61 H -2.48186 2.42340 1.79833  C23 1.127
62 H -3.58003 2.39392 0.29643  C23 1.126
63 H -4.31194 0.53833 2.70815  C24 1.114
64 H -4.49880 2.31182 2.81449  C24 1.134
65 H -4.18935 0.05590 -0.35751  C30 1.132
66 H -2.87701 -1.06752 -0.79161  C30 1.129
67 H -5.29180 -2.28230 -0.60406  C32 1.121
68 H -6.33026 -4.14878 0.69184  C33 1.113
69 H -5.62175 -4.70784 3.12290  C34 1.116
70 H -3.79912 -3.18619 4.19676  C35 1.112
71 H -2.73208 -1.29682 2.90089  C36 1.108
72 C 5.02184 -1.98997 -1.62834  O73 1.219, N74 1.367, N75 1.361
73 O 4.41869 -2.08176 -2.68403  C72 1.219
74 N 6.34785 -1.66656 -1.55849  C72 1.367, H76 1.002, H77 1.008
75 N 4.43705 -2.19508 -0.41606  C72 1.361, H78 1.013, H79 1.002
76 H 6.84614 -1.58634 -0.69245  N74 1.002
77 H 6.83302 -1.49965 -2.42621  N74 1.008
78 H 3.45282 -2.43169 -0.39379  N75 1.013
79 H 4.93711 -2.11744 0.44918  N75 1.002
80 C 4.67288 -0.03314 8.12321  O81 1.219, N82 1.361, N83 1.366
81 O 4.33820 -1.19698 7.98752  C80 1.219
82 N 4.83424 0.81766 7.07265  C80 1.361, H84 1.003, H85 1.010
83 N 4.91671 0.52414 9.34580  C80 1.366, H86 1.004, H87 1.002
84 H 5.10891 1.77590 7.17954  N82 1.003
85 H 4.66437 0.45191 6.14649  N82 1.010
86 H 4.81019 -0.06578 10.15143  N83 1.004
87 H 5.19227 1.47984 9.47024  N83 1.002
88 C 9.10484 0.46857 -3.87698  O89 1.217, N90 1.362, N91 1.366
89 O 8.18380 -0.26243 -4.19239  C88 1.217
90 N 9.14455 1.09728 -2.66931  C88 1.362, H92 1.002, H93 1.009
91 N 10.16871 0.72354 -4.69495  C88 1.366, H94 1.009, H95 1.002
92 H 9.88943 1.70468 -2.38548  N90 1.002
93 H 8.37453 0.93160 -2.03834  N90 1.009
94 H 10.17857 0.27664 -5.60007  N91 1.009
95 H 10.92769 1.32564 -4.43754  N91 1.002
96 C 10.20278 1.47772 -8.53308  O97 1.219, N98 1.361, N99 1.363
97 O 10.54337 0.41598 -8.04010  C96 1.219
98 N 9.47316 2.40370 -7.85205  C96 1.361, H100 1.002, H101 1.007
99 N 10.52127 1.83259 -9.81042  C96 1.363, H102 1.004, H103 1.002
100 H 9.18726 3.27918 -8.24782  N98 1.002
101 H 9.21400 2.18339 -6.90457  N98 1.007
102 H 11.05899 1.17870 -10.35072  N99 1.004
103 H 10.24582 2.70258 -10.22514  N99 1.002
104 C -5.39763 5.66214 -3.47380  O105 1.217, N106 1.365, N107 1.363
105 O -4.39018 5.17821 -3.95596  C104 1.217
106 N -6.09550 6.66851 -4.07715  C104 1.365, H108 1.002, H109 1.004
107 N -5.92042 5.24264 -2.28740  C104 1.363, H110 1.006, H111 1.002
108 H -6.92602 7.07310 -3.68803  N106 1.002
109 H -5.74690 7.00990 -4.95475  N106 1.004
110 H -5.43968 4.50192 -1.80623  N107 1.006
111 H -6.74939 5.63363 -1.88136  N107 1.002
112 C -10.71095 -1.06751 -1.93286  O113 1.221, N114 1.359, N115 1.364
113 O -11.35833 -1.18044 -2.96141  C112 1.221
114 N -9.40129 -0.70337 -1.92023  C112 1.359, H116 1.004, H117 1.004
115 N -11.24434 -1.29721 -0.69816  C112 1.364, H118 1.004, H119 1.003
116 H -8.86363 -0.60835 -1.07765  N114 1.004
117 H -8.96305 -0.52348 -2.80582  N114 1.004
118 H -12.20976 -1.56915 -0.65579  N115 1.004
119 H -10.72130 -1.20755 0.15288  N115 1.003
120 C -5.17916 -6.77845 -0.89630  O121 1.219, N122 1.360, N123 1.366
121 O -5.56081 -5.66072 -0.59538  C120 1.219
122 N -3.86186 -7.09742 -1.00730  C120 1.360, H124 1.002, H125 1.006
123 N -6.03780 -7.80981 -1.14873  C120 1.366, H126 1.004, H127 1.002
124 H -3.53541 -8.01242 -1.25395  N122 1.002
125 H -3.19232 -6.36722 -0.82975  N122 1.006
126 H -7.02116 -7.61942 -1.07853  N123 1.004
127 H -5.73287 -8.73196 -1.39665  N123 1.002
128 C 6.53414 2.43727 0.29440  O129 1.221, N130 1.364, N131 1.358
129 O 7.28248 1.52123 -0.00997  C128 1.221
130 N 6.80002 3.73965 -0.01230  C128 1.364, H132 1.002, H133 1.004
131 N 5.36935 2.24056 0.96485  C128 1.358, H134 1.006, H135 1.003
132 H 6.19159 4.49788 0.23241  N130 1.002
133 H 7.65067 3.93279 -0.50909  N130 1.004
134 H 5.13026 1.29509 1.21050  N131 1.006
135 H 4.74674 2.98454 1.21857  N131 1.003

4 unconnected molecules or ions with the total composition C30H67O9S. Source: the OMol25 dataset; level of theory: wB97M-V/def2-TZVPD.

* total energy: -61453.3143 eV
* lowest unoccupied orbital energy: 2.009 eV
* charge: -1

Each atom is followed by the atoms it is bonded to, with distances in Å.
Cartesian coordinates (Å):
1 C 0.56776 -1.02576 -0.45006  C2 1.538, H14 1.095, H15 1.093, H16 1.091
2 C 0.13276 -0.95436 -1.92356  C1 1.538, C3 1.535, H17 1.091, H18 1.094
3 C 1.23639 -0.44967 -2.86283  C2 1.535, C4 1.542, H19 1.098, H20 1.095
4 C 1.94535 0.86766 -2.49020  C3 1.542, C5 1.532, H21 1.096, H22 1.097
5 C 1.08585 1.95678 -1.84100  C4 1.532, C6 1.539, H23 1.093, H24 1.097
6 C -0.15259 2.37334 -2.65475  C5 1.539, C7 1.544, H25 1.091, H26 1.095
7 C -1.36661 2.76806 -1.78569  C6 1.544, C8 1.538, H27 1.095, H28 1.098
8 C -2.58110 1.82601 -1.83584  C7 1.538, C9 1.528, H29 1.095, H30 1.092
9 C -2.98452 1.34482 -3.22847  C8 1.528, C10 1.533, H31 1.100, H32 1.100
10 C -4.36619 0.68229 -3.28403  C9 1.533, C11 1.543, H33 1.098, H34 1.094
11 C -4.48637 -0.64206 -2.50238  C10 1.543, C12 1.536, H35 1.100, H36 1.114
12 C -5.52861 -0.70259 -1.37567  C11 1.536, S13 1.770, H37 1.097
13 S -5.62448 0.70787 -0.31130  C12 1.770, H38 1.385
14 H 1.65498 -0.95679 -0.34435  C1 1.095
15 H 0.13526 -0.19313 0.11055  C1 1.093
16 H 0.22395 -1.93937 0.03765  C1 1.091
17 H -0.77638 -0.36042 -2.02755  C2 1.091
18 H -0.13785 -1.96108 -2.25601  C2 1.094
19 H 2.00069 -1.23467 -2.92705  C3 1.098
20 H 0.82321 -0.35793 -3.87305  C3 1.095
21 H 2.80005 0.65165 -1.83838  C4 1.096
22 H 2.37284 1.28851 -3.40909  C4 1.097
23 H 0.78478 1.65544 -0.83443  C5 1.093
24 H 1.72848 2.83513 -1.70003  C5 1.097
25 H -0.42469 1.56605 -3.33629  C6 1.091
26 H 0.12250 3.21763 -3.29595  C6 1.095
27 H -1.69305 3.78319 -2.03323  C7 1.095
28 H -1.02770 2.81392 -0.74240  C7 1.098
29 H -2.41948 0.96612 -1.17671  C8 1.095
30 H -3.44035 2.34471 -1.40551  C8 1.092
31 H -2.26195 0.60637 -3.60508  C9 1.100
32 H -2.93587 2.19318 -3.92651  C9 1.100
33 H -4.56485 0.48282 -4.34563  C10 1.098
34 H -5.13768 1.37908 -2.94452  C10 1.094
35 H -4.78885 -1.41625 -3.22284  C11 1.100
36 H -3.46376 -0.94324 -2.17729  C11 1.114
37 H -5.30186 -1.56179 -0.73170  C12 1.097
38 H -4.50543 0.75573 0.50303  S13 1.385
39 C 5.13888 -6.96854 -5.45456  O40 1.407, H48 1.097, H49 1.089, H50 1.096
40 O 5.89043 -6.00942 -4.75120  C39 1.407, C41 1.415
41 C 6.43521 -4.99138 -5.56847  O40 1.415, C42 1.512, H51 1.096, H52 1.100
42 C 6.44696 -3.65517 -4.86060  C41 1.512, O43 1.414, H53 1.093, H54 1.092
43 O 5.17108 -3.05994 -4.72692  C42 1.414, C44 1.419
44 C 4.31645 -3.54084 -3.70161  O43 1.419, C45 1.510, H55 1.092, H56 1.092
45 C 4.66785 -3.05034 -2.31742  C44 1.510, O46 1.417, H57 1.099, H58 1.097
46 O 5.83667 -3.67818 -1.81987  C45 1.417, C47 1.407
47 C 6.56472 -2.87366 -0.92415  O46 1.407, H59 1.096, H60 1.089, H61 1.097
48 H 5.77534 -7.61702 -6.06914  C39 1.097
49 H 4.62398 -7.58147 -4.71685  C39 1.089
50 H 4.39379 -6.49515 -6.10357  C39 1.096
51 H 5.86166 -4.89887 -6.49833  C41 1.096
52 H 7.47168 -5.24665 -5.83230  C41 1.100
53 H 7.01061 -2.96921 -5.49871  C42 1.093
54 H 6.96234 -3.73508 -3.90092  C42 1.092
55 H 4.24331 -4.63045 -3.71505  C44 1.092
56 H 3.33436 -3.12728 -3.94098  C44 1.092
57 H 3.82096 -3.26853 -1.65218  C45 1.099
58 H 4.80366 -1.96224 -2.34133  C45 1.097
59 H 6.72795 -1.86940 -1.33223  C47 1.096
60 H 7.53009 -3.35267 -0.76643  C47 1.089
61 H 6.05610 -2.77422 0.04236  C47 1.097
62 C -10.55563 2.39545 6.08120  O63 1.404, H71 1.098, H72 1.089, H73 1.096
63 O -9.15434 2.48391 6.05947  C62 1.404, C64 1.415
64 C -8.49804 1.43038 6.73917  O63 1.415, C65 1.513, H74 1.097, H75 1.100
65 C -7.21998 1.01634 6.04252  C64 1.513, O66 1.410, H76 1.095, H77 1.093
66 O -7.41940 0.29208 4.84930  C65 1.410, C67 1.425
67 C -7.74180 1.02663 3.67117  O66 1.425, C68 1.507, H78 1.093, H79 1.091
68 C -6.57752 1.74197 3.03604  C67 1.507, O69 1.426, H80 1.095, H81 1.094
69 O -6.18623 2.87870 3.80357  C68 1.426, C70 1.406
70 C -4.81380 3.16353 3.69694  O69 1.406, H82 1.096, H83 1.090, H84 1.097
71 H -10.96567 2.60501 7.07797  C62 1.098
72 H -10.93851 3.13767 5.38248  C62 1.089
73 H -10.89924 1.40378 5.76524  C62 1.096
74 H -9.15801 0.55791 6.81832  C64 1.097
75 H -8.24252 1.75728 7.75807  C64 1.100
76 H -6.71791 0.31652 6.71791  C65 1.095
77 H -6.56782 1.88030 5.89458  C65 1.093
78 H -8.56846 1.71797 3.85186  C67 1.093
79 H -8.06837 0.27370 2.95221  C67 1.091
80 H -6.87399 2.05437 2.02939  C68 1.095
81 H -5.73845 1.04878 2.92116  C68 1.094
82 H -4.20487 2.26686 3.86164  C70 1.096
83 H -4.57114 3.90209 4.46162  C70 1.090
84 H -4.55532 3.57203 2.71272  C70 1.097
85 C 2.06736 3.67593 2.04231  O86 1.410, H94 1.096, H95 1.089, H96 1.096
86 O 2.70127 2.58031 2.66400  C85 1.410, C87 1.417
87 C 2.11955 1.33152 2.33061  O86 1.417, C88 1.509, H97 1.096, H98 1.098
88 C 3.15821 0.24320 2.20838  C87 1.509, O89 1.420, H99 1.093, H100 1.093
89 O 3.96682 0.33661 1.04429  C88 1.420, C90 1.414
90 C 4.99421 1.30708 1.01435  O89 1.414, C91 1.512, H101 1.092, H102 1.094
91 C 6.23216 0.92144 1.79133  C90 1.512, O92 1.414, H103 1.100, H104 1.097
92 O 6.01940 1.01292 3.18615  C91 1.414, C93 1.406
93 C 6.77182 0.09496 3.93895  O92 1.406, H105 1.096, H106 1.089, H107 1.097
94 H 1.07409 3.86634 2.46466  C85 1.096
95 H 2.69388 4.55074 2.21049  C85 1.089
96 H 1.95865 3.51526 0.96388  C85 1.096
97 H 1.57551 1.40711 1.38273  C87 1.096
98 H 1.40331 1.04077 3.11078  C87 1.098
99 H 2.61644 -0.69739 2.08304  C88 1.093
100 H 3.76171 0.17209 3.11634  C88 1.093
101 H 4.63650 2.29077 1.32595  C90 1.092
102 H 5.29093 1.36623 -0.03652  C90 1.094
103 H 7.04612 1.59933 1.49514  C91 1.100
104 H 6.52429 -0.10018 1.51682  C91 1.097
105 H 6.68125 -0.92080 3.53700  C93 1.096
106 H 6.37955 0.10757 4.95446  C93 1.089
107 H 7.83530 0.36345 3.96889  C93 1.097

Q: What is the lowest unoccupied orbital energy in the second record?
A: 2.009 eV

Q: Which of these has the highest lowest unoccupied orbital energy?
A: C30H67O9S